Computed, not measured: C38H42Cl3N4O2SbSe5Ti as an isolated structure in a non-equilibrium geometry, with wB97M-V/def2-TZVPD.

Atoms and positions in Å:
Ti  -0.3810  -1.2385  -1.6018
Cl  -2.3713  -6.0714  3.5143
C  -2.0385  -5.1454  2.0763
C  -1.2568  -4.0073  2.1667
C  -0.9915  -3.2998  1.0114
Cl  -0.0338  -1.8640  1.0588
C  -1.4653  -3.6751  -0.2698
O  -1.1867  -3.0102  -1.3325
C  -2.2728  -4.8385  -0.2818
Cl  -2.9210  -5.3590  -1.7996
C  -2.5502  -5.5637  0.8595
H  -0.8569  -3.6806  3.1163
H  -3.1615  -6.4517  0.7864
Se  1.2833  3.8489  -4.7538
Sb  -0.4799  2.1511  -4.9297
Se  -0.4679  0.6918  -2.8793
Se  -0.2574  -1.1969  -3.9674
Se  -2.3542  3.7378  -5.0271
C  4.7148  3.4091  -3.2478
C  4.2079  2.0109  -3.2756
C  4.7706  0.8466  -3.7513
C  3.7913  -0.1506  -3.5653
N  2.7106  0.3643  -2.9970
N  2.9888  1.6634  -2.8270
C  3.8829  -1.5931  -3.9376
H  5.8016  3.4138  -3.3267
H  4.4135  3.9115  -2.3278
H  4.2624  3.9603  -4.0765
H  5.7399  0.7281  -4.2092
H  2.2623  2.2934  -2.5217
H  4.1957  -2.2048  -3.0868
H  4.6002  -1.7320  -4.7482
H  2.9087  -1.9533  -4.2700
C  1.9062  -6.3278  -2.2033
C  0.9459  -5.5712  -2.9004
C  0.8637  -4.2173  -2.7174
C  1.7004  -3.5114  -1.8114
C  1.5609  -2.0959  -1.5426
C  2.5636  -1.5527  -0.7588
C  3.5947  -2.3003  -0.1641
C  3.6520  -3.6522  -0.3323
C  2.7171  -4.2906  -1.1722
C  2.7847  -5.6898  -1.3782
H  1.9551  -7.4011  -2.3485
H  0.2718  -6.0653  -3.5897
H  0.1209  -3.7015  -3.3062
H  2.5834  -0.4870  -0.5808
H  4.3211  -1.7951  0.4643
H  4.4040  -4.2526  0.1703
H  3.5594  -6.2455  -0.8587
C  -4.6458  2.4209  -1.4528
C  -4.4414  3.0733  -0.0944
C  -3.1587  3.9184  -0.0254
C  -1.8761  3.1029  0.0023
N  -1.5611  2.4794  1.2874
C  -0.4026  1.7660  1.4400
Se  0.7868  1.2638  0.1636
N  -0.3239  1.3704  2.7536
C  0.8451  0.7733  3.3615
C  1.4816  1.6395  4.4501
C  2.1788  2.9070  3.9477
C  1.2234  4.0344  3.5574
C  -1.4605  1.7775  3.4148
C  -1.8834  1.5217  4.7093
C  -3.1219  2.0186  5.0872
C  -3.8911  2.7555  4.1941
C  -3.4640  3.0137  2.8993
C  -2.2375  2.4979  2.4970
H  -5.5810  1.8599  -1.4803
H  -3.8386  1.7301  -1.7030
H  -4.6713  3.1639  -2.2460
H  -4.4291  2.3115  0.6937
H  -5.2916  3.7334  0.1091
H  -3.1822  4.5962  0.8336
H  -3.1055  4.5274  -0.9303
H  -1.0268  3.7264  -0.2846
H  -1.9317  2.3164  -0.7550
H  1.5650  0.6054  2.5609
H  0.5735  -0.1995  3.7803
H  2.2123  1.0098  4.9639
H  0.7212  1.9252  5.1821
H  2.8172  2.6627  3.0948
H  2.8309  3.2648  4.7499
H  0.6714  3.7927  2.6501
H  1.7839  4.9501  3.3658
H  0.5065  4.2294  4.3580
H  -1.2873  0.9285  5.3885
H  -3.4938  1.8220  6.0843
H  -4.8606  3.1197  4.5091
H  -4.0854  3.5867  2.2304
C  -3.1208  -0.3619  0.4352
C  -2.1095  -0.4970  -0.6849
O  -2.5512  -0.9728  -1.7316
H  -3.8064  0.4561  0.1978
H  -2.6509  -0.1722  1.4003
H  -3.6984  -1.2868  0.4868

Forces on atoms 1 to 6 (eV/Å):
-0.2767 -0.9416 1.1489
-0.0527 -0.0878 0.1367
0.0484 0.0669 -0.0982
-0.0430 -0.0213 -0.0569
-0.1890 -0.3042 -0.1298
0.0729 -0.0511 0.6474

The total charge is -2. The value obtained for the energy above the lowest of the compared OMol25 structures with the same formula, charge and spin is 548.6 kJ/mol. As for the spin multiplicity: 1.

***

Computed, not measured: a 10-piece molecular cluster, C46H77Cl9N7O3 overall in a non-equilibrium geometry, with wB97M-V/def2-TZVPD.

Atoms and positions in Å:
C  -13.8317  4.3987  -17.3222
Cl  -15.2684  3.2362  -17.2546
Cl  -13.5079  4.7871  -18.9647
Cl  -12.3888  3.7308  -16.5265
H  -14.1632  5.3098  -16.8241
C  -9.6863  4.9626  -9.1698
Cl  -8.9488  4.0492  -10.4881
Cl  -8.9665  4.3971  -7.6304
Cl  -11.4536  4.7249  -9.0848
H  -9.4534  6.0131  -9.3439
C  -17.6345  5.1349  -9.8188
Cl  -17.3153  4.5958  -11.5073
Cl  -19.3695  5.1130  -9.5095
Cl  -16.9574  6.7171  -9.4271
H  -17.1361  4.3589  -9.2377
C  -14.9387  7.2549  -12.3184
C  -13.7525  8.1401  -12.7722
C  -13.0000  8.8247  -11.6009
C  -12.1535  7.8568  -10.8040
C  -11.0547  7.3575  -11.8218
C  -11.6797  6.5549  -12.9981
N  -12.7513  7.4015  -13.6043
O  -13.1917  7.1136  -14.9327
C  -10.5197  6.2249  -14.0281
C  -12.1463  5.1975  -12.5317
C  -14.3917  9.3657  -13.4903
H  -14.7299  6.4950  -11.5654
H  -15.4404  6.7740  -13.1582
H  -15.6307  7.9213  -11.8036
H  -12.3649  9.6510  -11.9201
H  -13.6950  9.3226  -10.9247
H  -12.6879  7.0302  -10.3359
H  -11.6198  8.3530  -9.9934
H  -10.3221  6.7140  -11.3346
H  -10.4689  8.2218  -12.1347
H  -9.6853  5.7379  -13.5234
H  -10.9073  5.4479  -14.6869
H  -10.1351  7.1001  -14.5518
H  -12.7824  5.3507  -11.6599
H  -12.7603  4.6705  -13.2621
H  -11.3704  4.4809  -12.2621
H  -13.6944  9.9988  -14.0390
H  -14.9558  10.0302  -12.8358
H  -15.1148  9.0656  -14.2486
C  -10.3864  7.3383  -18.8290
C  -10.3313  8.7734  -18.3697
C  -11.7959  9.0078  -17.8170
C  -11.9515  10.3268  -16.9766
C  -10.8581  10.2939  -15.8744
C  -9.4132  10.1931  -16.4109
N  -9.2978  8.9878  -17.3023
O  -7.8914  8.6546  -17.6571
C  -9.0865  11.5740  -17.0118
C  -8.4617  10.1246  -15.1396
C  -10.1224  9.6232  -19.6269
H  -10.6828  6.5343  -18.1553
H  -9.3684  7.0252  -19.0607
H  -10.9692  7.1969  -19.7392
H  -12.4713  9.0948  -18.6681
H  -12.0705  8.1151  -17.2550
H  -12.8700  10.4042  -16.3949
H  -11.8235  11.1667  -17.6595
H  -11.0279  9.3797  -15.3055
H  -11.0537  11.1226  -15.1940
H  -8.1082  11.5287  -17.4902
H  -9.8428  11.7877  -17.7672
H  -9.1253  12.3445  -16.2419
H  -7.4263  10.1322  -15.4804
H  -8.7171  10.9018  -14.4194
H  -8.5389  9.1886  -14.5864
H  -10.6304  9.1216  -20.4505
H  -9.0916  9.6148  -19.9811
H  -10.3257  10.6933  -19.6683
C  -16.9634  2.1539  -13.6930
C  -16.0638  0.9283  -13.6462
C  -14.6640  1.2240  -14.2029
C  -13.8417  2.0441  -13.2641
C  -13.5662  1.2417  -12.0070
C  -14.8457  0.7768  -11.2464
N  -15.8490  0.2973  -12.2728
O  -17.0466  -0.4097  -11.7449
C  -14.3476  -0.2311  -10.2663
C  -15.2658  1.9868  -10.4710
C  -16.7213  -0.1860  -14.5927
H  -17.8344  2.0661  -13.0437
H  -17.2997  2.3832  -14.7041
H  -16.3390  3.0361  -13.5517
H  -14.0648  0.3873  -14.5622
H  -14.8319  1.8131  -15.1045
H  -14.3304  3.0054  -13.1058
H  -12.9027  2.2208  -13.7886
H  -12.8502  1.8299  -11.4329
H  -12.9962  0.3930  -12.3849
H  -13.7987  -1.0557  -10.7211
H  -13.5915  0.1601  -9.5856
H  -15.1155  -0.6767  -9.6338
H  -14.6289  2.1306  -9.5982
H  -15.3784  2.8786  -11.0874
H  -16.2839  1.8178  -10.1200
H  -16.1092  -1.0822  -14.4917
H  -16.5279  -0.0667  -15.6587
H  -17.7576  -0.4169  -14.3459
N  -7.1222  7.8995  -8.0588
C  -8.1602  8.5828  -8.6690
C  -8.1812  8.4115  -10.0820
C  -7.0204  7.6841  -10.3233
C  -6.4693  7.2558  -9.1079
H  -6.8012  7.9385  -7.1019
H  -8.7916  9.2284  -8.0766
H  -8.9267  8.7959  -10.7623
H  -6.6889  7.3882  -11.3077
H  -5.5559  6.7222  -8.8903
N  -5.8059  6.3315  -15.7260
C  -4.7506  5.8711  -15.0311
C  -5.2173  5.4931  -13.7437
C  -6.6036  5.6538  -13.7012
C  -6.9980  6.1435  -14.9614
H  -5.7039  6.7708  -16.6297
H  -3.7559  5.8736  -15.4516
H  -4.5178  5.1974  -12.9758
H  -7.2313  5.3617  -12.8723
H  -7.9632  6.4137  -15.3636
N  -8.0932  12.5682  -8.8951
C  -8.5521  12.8229  -7.6345
C  -9.7161  12.0791  -7.4351
C  -10.0320  11.4477  -8.6396
C  -8.9786  11.7230  -9.5156
H  -7.2887  12.9489  -9.3726
H  -7.9729  13.3390  -6.8832
H  -10.1870  12.0188  -6.4651
H  -10.8667  10.7859  -8.8173
H  -8.8172  11.3987  -10.5330
N  -15.1924  11.8901  -9.2261
C  -14.8373  11.8459  -10.5131
C  -15.8734  12.2593  -11.3104
C  -16.9903  12.2746  -10.4531
C  -16.5171  12.0885  -9.1664
H  -14.5437  11.8692  -8.4522
H  -13.7977  11.6790  -10.7533
H  -15.8250  12.4478  -12.3727
H  -17.9802  12.6046  -10.7314
H  -17.0688  12.1996  -8.2446

Forces on atoms 1 to 6 (eV/Å):
-0.9863 -0.5338 0.5672
1.0504 0.7527 0.0561
0.2433 0.1693 -0.7964
-0.5482 0.0897 -0.0598
0.2425 -0.3232 0.2170
-0.1904 -0.6588 0.3596

The calculation puts the energy at -178208.1025 eV. The total charge is +1. As for the spin multiplicity: 5.